Computed, not measured: a structure of composition C17H30NO2P2STb, with ωB97M-V with the def2-TZVPD basis set.

```
! wB97M-V def2-TZVPD RIJCOSX def2/J DEFGRID3
* xyz 0 7
Tb -0.943 0.390 -0.257
S -1.528 2.166 1.830
P 0.952 2.291 -1.530
P -0.546 -2.081 1.124
O -3.282 3.104 -1.769
O -1.788 0.560 -5.883
N 0.698 -0.933 -1.527
C 1.043 -2.214 -1.263
C -1.599 0.937 4.263
C -1.777 -3.436 0.863
C -1.008 0.393 5.404
C 0.862 -2.786 0.135
C 0.587 1.682 3.494
C 1.611 -1.184 -3.753
C 1.169 1.125 4.632
C 2.704 2.916 -1.429
C 1.084 1.074 -2.854
C 0.045 3.714 -2.318
C 0.375 0.491 5.596
C 1.156 -0.353 -2.703
C 0.031 -2.377 2.811
C 1.690 -2.991 -2.209
C 1.913 -2.495 -3.494
C -0.804 1.573 3.280
H 2.321 -3.140 -4.256
H 0.834 0.078 6.497
H -1.909 -0.294 -5.413
H -1.628 -0.102 6.149
H 0.504 4.055 -3.263
H 0.057 4.529 -1.576
H 1.977 -3.992 -1.901
H -2.523 -1.265 0.171
H -3.115 2.608 -2.574
H -1.406 -4.361 1.313
H 1.677 -0.747 -4.742
H 2.939 3.500 -2.337
H 0.699 0.522 0.686
H -1.015 3.448 -2.474
H -1.653 1.236 -5.153
H 1.185 2.174 2.731
H 1.076 -2.043 2.899
H 0.704 -3.881 0.073
H 2.244 1.200 4.780
H 1.775 -2.592 0.745
H -2.718 -3.138 1.350
H -1.966 -3.555 -0.215
H -2.615 -1.381 0.937
H -4.242 2.973 -1.671
H 1.199 1.399 -3.897
H 2.916 3.544 -0.549
H -0.061 -3.451 3.037
H -2.670 0.869 4.093
H 3.367 2.035 -1.378
H -0.599 -1.791 3.495
*
```

Its HOMO-LUMO gap (spin up / spin down) is 5.659 / 5.903 eV. The value obtained for the total energy is -2776.232893 Ha. Its maximum force is 0.0466 hartree/bohr. Its HOMO energy (spin up / spin down) is -6.55 / -6.58 eV.

---

Computed, not measured: a structure of composition C28H51Cl2N5O6P2S3, with ωB97M-V with the def2-TZVPD basis set.

```
! wB97M-V def2-TZVPD RIJCOSX def2/J DEFGRID3
* xyz 0 1
Cl -1.876 2.383 3.581
Cl 0.232 6.144 2.799
S 4.545 -3.835 1.176
S 2.213 -3.274 2.928
S -4.931 -3.016 1.347
P 0.540 2.937 1.593
P 3.920 2.062 1.976
O 4.102 3.591 1.389
O 3.469 1.042 0.718
O -3.866 -3.423 3.740
O 1.755 3.354 2.728
O 0.395 -3.577 -1.839
O 0.366 1.367 2.314
N 0.993 0.920 -7.502
N -0.075 0.737 -5.638
N -3.908 -5.556 4.045
N -4.471 -5.290 2.810
N 2.064 -3.665 0.269
C -4.093 -1.419 1.640
C -2.385 -0.059 -1.144
C -1.867 5.355 4.287
C -3.552 -4.464 4.553
C -4.331 -0.544 0.399
C 1.893 1.193 -6.498
C 1.763 -0.416 3.177
C -0.950 3.647 2.646
C -1.240 -0.160 -0.122
C -0.572 4.770 3.640
C -0.191 0.654 -6.958
C 0.887 -2.800 0.451
C 1.381 1.074 3.204
C -0.159 -2.979 -0.664
C -0.713 -0.006 -3.353
C 2.477 2.178 3.189
C -0.694 2.281 0.251
C 3.426 -2.269 3.806
C 1.631 -2.926 -2.065
C -4.420 -4.032 2.670
C -1.184 0.523 -4.689
C -0.219 0.960 -0.408
C 1.277 0.925 -8.938
C -3.488 -1.088 -0.789
C 2.695 -3.270 -0.992
C 3.212 -0.752 3.539
C 2.918 -3.610 1.348
C 1.217 1.093 -5.328
H -1.714 2.170 0.636
H 2.832 2.532 4.158
H -0.070 0.716 -2.848
H 1.239 -1.759 0.449
H -1.564 -0.197 -2.702
H -4.027 0.470 0.663
H -1.612 -0.060 0.901
H -1.632 4.122 1.936
H -4.092 -1.250 -1.684
H -5.403 -0.584 0.189
H 3.415 -2.551 4.858
H -1.024 -3.557 -0.341
H -0.154 -0.936 -3.466
H -1.706 1.473 -4.565
H -0.529 -1.979 -0.940
H -0.731 3.033 -0.549
H -0.128 1.129 -1.492
H 3.338 -2.389 -0.907
H 2.323 1.164 -9.098
H -2.796 0.952 -1.141
H 0.658 1.675 -9.425
H 1.518 1.228 -4.305
H -0.771 -1.154 -0.185
H 2.015 -3.102 -3.069
H 4.170 0.380 0.704
H -2.765 4.838 3.950
H -2.982 -1.993 -0.449
H -1.959 -0.284 -2.131
H 0.513 4.203 0.913
H -1.092 0.414 -7.496
H 3.607 -0.147 4.355
H 4.416 -2.496 3.408
H -1.820 5.332 5.376
H 1.462 -0.801 2.202
H -1.989 6.389 3.963
H -3.061 -4.305 5.494
H 1.122 -0.919 3.913
H 2.913 1.432 -6.736
H 0.371 -2.976 1.391
H 3.799 -0.562 2.640
H 0.032 4.376 4.452
H 1.561 2.563 0.624
H -3.030 -1.539 1.848
H -1.880 -0.180 -5.144
H 4.109 3.502 0.424
H 1.064 -0.058 -9.352
H 1.443 -1.837 -2.009
H 3.260 -4.113 -1.383
H 0.938 1.212 4.214
H -4.547 -0.980 2.529
H 0.770 0.641 -0.061
*
```

Its HOMO-LUMO gap is 5.258 eV. The value obtained for the total energy is -4620.000747 Ha. Its maximum force is 0.2168 hartree/bohr. Its HOMO energy is -6.48 eV.

---

Computed, not measured: a cluster of 2 separate species, C6H7ClS in total, with ωB97M-V with the def2-TZVPD basis set.

```
! wB97M-V def2-TZVPD RIJCOSX def2/J DEFGRID3
* xyz 0 1
Cl -1.791 0.588 -1.286
S -0.114 2.150 2.135
C 1.124 1.564 -0.059
C -0.129 1.345 0.687
C 1.429 0.725 -1.183
C -0.948 -2.264 -0.006
C -0.429 -1.083 0.560
C -1.204 0.349 0.462
H 0.726 0.018 -1.859
H -0.252 -3.150 0.342
H -1.863 -2.448 -0.950
H 1.905 2.192 0.276
H 0.966 -0.906 1.067
H -2.124 0.496 1.191
H 2.703 0.425 -1.378
*
```

Its HOMO-LUMO gap is 7.756 eV. The value obtained for the total energy is -1090.949296 Ha. Its maximum force is 0.1313 hartree/bohr. Its HOMO energy is -8.85 eV.

---

Computed, not measured: a structure of composition C19H19N5O3OsS, with ωB97M-V with the def2-TZVPD basis set.

```
! wB97M-V def2-TZVPD RIJCOSX def2/J DEFGRID3
* xyz 1 2
Os 0.467 1.426 0.587
S 2.770 1.201 0.297
O -3.843 1.725 -0.438
O -1.608 2.011 -0.363
O 0.677 1.459 -1.594
N 1.695 0.762 -2.079
N -1.639 1.697 2.255
N -2.820 1.757 1.527
N 0.340 -1.219 1.754
N 0.035 -0.619 0.702
C 3.829 -0.212 -1.826
C -0.681 -2.816 -0.144
C -1.051 -0.846 -1.479
C 1.493 1.762 3.482
C -3.795 1.745 -1.882
C 1.722 -0.141 4.959
C 3.755 -0.713 -3.104
C -2.692 1.833 0.187
C -0.574 -1.438 -0.320
C 1.603 0.281 -3.337
C 0.881 -0.423 2.740
C 0.997 0.934 2.470
C 2.620 -0.458 -3.875
C -1.601 -1.637 -2.481
C 2.777 0.541 -1.305
C 1.826 1.234 4.722
C 1.247 -0.974 3.969
C -1.237 -3.592 -1.142
C -1.689 -3.010 -2.320
H -3.175 2.566 -2.229
H -3.720 1.579 1.946
H -1.968 -1.171 -3.387
H -3.399 0.799 -2.243
H -0.321 -3.256 0.774
H 1.627 2.822 3.297
H -2.115 -3.622 -3.104
H 1.166 -2.044 4.112
H 2.192 1.888 5.504
H -1.576 0.834 2.783
H -1.553 2.484 2.887
H 0.682 0.522 -3.843
H 2.521 -0.839 -4.881
H 2.025 -0.552 5.912
H -1.321 -4.662 -1.004
H -4.822 1.873 -2.203
H 4.683 -0.404 -1.192
H -0.992 0.224 -1.590
H 4.564 -1.310 -3.503
*
```

Its HOMO-LUMO gap (spin up / spin down) is 7.176 / 6.859 eV. The value obtained for the total energy is -1723.477570 Ha. Its maximum force is 0.0396 hartree/bohr. Its HOMO energy (spin up / spin down) is -10.82 / -10.72 eV.

---

Computed, not measured: an isolated molecule of C11H18O2, with ωB97M-V with the def2-TZVPD basis set.

```
! wB97M-V def2-TZVPD RIJCOSX def2/J DEFGRID3
* xyz 0 1
O -1.740 0.919 0.603
O -2.154 -0.655 -0.904
C -0.762 1.726 0.621
C -4.595 -0.513 0.895
C -2.235 -0.300 0.231
C 1.698 -0.060 -0.300
C 0.812 1.032 0.640
C -3.125 -0.889 1.224
C 1.691 -0.017 -1.663
C 2.701 -0.925 -2.344
C 1.726 2.305 0.644
C 0.730 0.677 -2.464
C 0.674 0.339 2.018
H -4.522 -0.319 -0.159
H 0.536 -0.759 1.966
H 2.333 -1.840 -2.679
H 2.838 1.849 0.671
H -0.116 1.048 -1.831
H -4.802 0.479 1.411
H 3.117 -0.323 -3.188
H 3.484 -1.139 -1.648
H 1.487 2.977 1.509
H 2.487 -0.669 0.269
H -0.173 0.727 2.553
H -2.890 -1.951 1.160
H 1.610 0.553 2.550
H -5.376 -1.210 1.256
H 1.583 2.931 -0.213
H -2.803 -0.407 2.224
H 0.178 0.064 -3.316
H 1.231 1.407 -3.151
*
```

Its HOMO-LUMO gap is 8.691 eV. The value obtained for the total energy is -580.197726 Ha. Its maximum force is 0.0821 hartree/bohr. Its HOMO energy is -8.17 eV.

---

Computed, not measured: a structure of composition C9H16N2, with ωB97M-V with the def2-TZVPD basis set.

```
! wB97M-V def2-TZVPD RIJCOSX def2/J DEFGRID3
* xyz 2 1
N 2.427 -0.834 1.274
N 0.893 1.444 1.866
C -0.866 0.685 -1.219
C 1.400 -0.354 0.627
C 1.098 2.174 2.723
C -0.204 1.602 -2.296
C -0.887 -1.092 1.630
C 0.139 -1.031 0.424
C -0.592 -0.840 -0.953
C -1.851 0.933 -2.371
C -0.047 -2.255 1.277
H 0.064 -1.282 -1.683
H -1.892 -1.187 1.443
H 0.706 1.171 -2.897
H 2.454 -1.699 1.633
H -1.166 1.099 -0.304
H -1.960 0.306 -3.312
H -0.706 -3.073 0.814
H -1.489 -1.367 -0.882
H 3.258 -0.304 1.573
H -0.939 1.415 -3.124
H 1.376 2.860 3.542
H 1.597 0.468 -0.037
H -0.074 2.524 -1.929
H -2.664 1.708 -2.268
H -0.832 -0.441 2.537
H 0.755 -2.630 1.911
*
```

Its HOMO-LUMO gap is 10.494 eV. The value obtained for the total energy is -461.225351 Ha. Its maximum force is 0.1126 hartree/bohr. Its HOMO energy is -17.64 eV.